C8H10Br2Cd | wB97M-V/def2-TZVPD

Values from the calculation:
Energy relative to the best compared isomer or geometry (same formula, charge and spin)   0.0 kJ/mol
E   -5625.7998 a.u.
Charge   +2
HOMO energy (spin up / spin down)   -15.16 / -15.35 eV
F_max   2.0 eV/A
Frontier orbital gap (spin up / spin down)   5.0 / 2.4 eV

Each line ends with the Mulliken charge.
Cartesian coordinates (Å):
1 Cd 2.0100 -0.6338 1.3043  0.650
2 C -0.8375 0.8299 3.1657  -1.236
3 C -1.0074 0.3506 1.7454  0.394
4 C -1.7492 -0.8025 1.5426  -0.285
5 C -2.4369 -0.9778 0.3228  -0.567
6 C -2.1722 -0.1127 -0.7126  -0.428
7 C -1.2022 0.8926 -0.5771  -0.535
8 C -0.6005 1.1186 0.6503  -0.330
9 H -1.5410 1.6355 3.3741  0.312
10 H 0.1504 1.1252 3.4672  0.316
11 H -1.0825 0.0662 3.8610  0.434
12 H -1.9345 -1.4179 2.3851  0.423
13 H -3.1749 -1.7233 0.2015  0.458
14 H -2.6249 -0.2258 -1.6551  0.437
15 H -0.9411 1.4765 -1.4363  0.479
16 H 0.0176 2.0215 0.8062  0.484
17 Br 2.5752 0.3570 -4.3904  0.395
18 C 3.8516 -0.9204 -3.6927  -0.400
19 Br 5.4263 -0.0896 -2.9423  0.328
20 H 4.0272 -1.5938 -4.5114  0.369
21 H 3.2467 -1.3759 -2.9085  0.301

Cartesian forces (eV/Å) of the 2 atoms listed first:
-0.788 0.214 0.089
0.017 0.015 -0.253

=====

C8H10ClFI2O4PbS | wB97M-V/def2-TZVPD

Values from the calculation:
E   -2357.4318 a.u.
Charge   +2
HOMO energy   -14.28 eV
F_max   8.1 eV/A
Frontier orbital gap   3.0 eV

Each line ends with the Mulliken charge.
Cartesian coordinates (Å):
1 C 3.0636 -1.4460 0.3405  -1.052
2 C 2.5476 -0.4268 -0.7570  -0.432
3 C 1.7718 0.8324 -0.1719  0.150
4 Cl 2.2926 2.3005 -1.1866  -0.148
5 C 0.2005 0.7727 -0.3304  0.565
6 F -0.1284 0.6876 -1.6772  -0.341
7 O -0.2912 2.0826 0.1426  -0.573
8 S -0.7032 1.7921 1.7503  1.303
9 O 0.4171 1.7727 2.7323  -0.476
10 O -1.8114 2.7272 2.1624  -0.639
11 O -1.2025 0.1845 1.7437  -0.268
12 C -0.5456 -0.3492 0.5442  0.435
13 C -1.2377 -1.4844 -0.2934  -0.807
14 I -0.0124 -3.2518 -0.7085  0.233
15 C -2.5348 -1.4352 -0.8019  0.053
16 C -3.4619 -0.1818 -0.5276  -0.785
17 I -3.3214 -3.0816 -2.0005  0.165
18 H 2.2838 -1.7886 1.0776  0.295
19 H 3.4597 -2.3861 -0.1551  0.318
20 H 3.8755 -0.9392 0.9484  0.359
21 H 3.4727 -0.0109 -1.2675  0.417
22 H 1.9444 -0.9455 -1.5656  0.265
23 H 2.1237 1.0537 0.8728  0.407
24 H 0.3460 -0.9018 0.9899  0.170
25 H -3.3603 0.6164 -1.3334  0.136
26 H -3.2249 0.3083 0.4584  0.203
27 H -4.5415 -0.5267 -0.4983  0.439
28 Pb -1.4219 4.0252 -0.4881  1.610

Cartesian forces (eV/Å) of the 2 atoms listed first:
0.022 0.230 0.242
0.361 -0.306 -0.179

=====

C8H10ClN3O2 | wB97M-V/def2-TZVPD

Values from the calculation:
Energy relative to the best compared isomer or geometry (same formula, charge and spin)   76.0 kJ/mol
E   -1085.6664 a.u.
HOMO energy   -7.63 eV
F_max   3.4 eV/A
Frontier orbital gap   7.5 eV

Each line ends with the Mulliken charge.
Cartesian coordinates (Å):
1 C -2.1131 -0.1048 -1.3971  -0.508
2 C -1.3609 -0.9082 0.8871  0.345
3 C 1.6844 -2.7630 0.9685  0.761
4 C 1.5926 3.0833 -0.9648  -0.712
5 C 2.1043 2.0319 -0.1071  -0.278
6 C -2.2111 -0.9945 -0.3713  -0.209
7 C 1.1996 1.6232 -1.2232  0.128
8 C -0.1504 1.2155 -0.9537  0.005
9 N -1.0914 0.7069 -1.5042  -0.159
10 N -0.3509 -0.0444 0.9604  -0.443
11 N -1.8280 -1.6078 2.0143  -0.486
12 O 1.1972 -2.5214 1.9827  -0.404
13 O 2.2896 -2.9960 0.0195  -0.373
14 Cl -1.0358 -2.8044 -0.7173  -0.393
15 H -2.9244 -0.0665 -2.2085  0.280
16 H 0.7772 3.6470 -0.6650  0.286
17 H 2.2483 3.7158 -1.5631  0.277
18 H 3.1389 1.7114 -0.3858  0.250
19 H 1.7399 2.0817 0.9864  0.203
20 H -3.1418 -1.6324 -0.2955  0.330
21 H 1.7375 1.0647 -2.0334  0.345
22 H 0.1621 -0.1196 1.8513  0.224
23 H -2.4195 -2.4851 1.9058  0.271
24 H -1.2444 -1.8333 2.8142  0.263

Cartesian forces (eV/Å) of the 2 atoms listed first:
-2.847 0.044 -1.929
0.669 1.611 1.472

=====

C8H10ClNO | wB97M-V/def2-TZVPD

Values from the calculation:
Energy relative to the best compared isomer or geometry (same formula, charge and spin)   105.4 kJ/mol
E   -900.9622 a.u.
HOMO energy   -9.32 eV
F_max   4.8 eV/A
Structure (SMILES)   Clc1ccccn1.CCC=O
Frontier orbital gap   10.0 eV

Each line ends with the Mulliken charge.
Cartesian coordinates (Å):
1 Cl 0.9535 3.5684 1.1457  -0.183
2 C -0.3200 2.5833 0.9045  0.722
3 C -0.9173 2.4225 -0.3682  -0.502
4 C -2.0402 1.6172 -0.4117  -0.418
5 C -2.5741 0.9686 0.7604  -0.388
6 C -1.8424 1.0554 1.8811  -0.536
7 N -0.7572 1.8574 1.9199  -0.609
8 H -0.3754 2.8952 -1.1870  0.312
9 H -2.6420 1.5988 -1.2297  0.539
10 H -3.6088 0.7833 0.8664  0.460
11 H -2.1417 0.7681 2.7967  0.586
12 C -0.1425 -3.0869 0.0405  -1.204
13 C 0.2996 -1.6672 0.4474  -0.119
14 C 0.1227 -0.6810 -0.6782  -0.129
15 O 0.8811 0.1793 -1.0266  -0.497
16 H 0.6043 -3.5950 -0.5846  0.328
17 H -1.0925 -3.2499 -0.4042  0.406
18 H -0.1956 -3.6585 1.0342  0.292
19 H 1.3045 -1.7597 0.7937  0.287
20 H -0.3094 -1.2144 1.2310  0.175
21 H -0.7087 -0.7907 -1.3433  0.479

Cartesian forces (eV/Å) of the 2 atoms listed first:
2.214 1.832 0.368
-3.197 -3.589 -0.449

=====

C8H10ClNV | wB97M-V/def2-TZVPD

Values from the calculation:
Energy relative to the best compared isomer or geometry (same formula, charge and spin)   0.0 kJ/mol
E   -1769.8268 a.u.
Charge   -1
HOMO energy (spin up / spin down)   -2.55 / -3.23 eV
F_max   2.0 eV/A
Multiplicity   3
Frontier orbital gap (spin up / spin down)   6.1 / 6.8 eV

Each line ends with the Mulliken charge.
Cartesian coordinates (Å):
1 C 0.0700 -1.3113 -0.9054  -0.227
2 C -1.2424 -1.2929 -0.3212  -0.466
3 C -1.1735 -1.9602 0.9434  -0.542
4 C 0.1895 -2.3543 1.1642  -0.326
5 C 0.9687 -1.9177 0.0415  -0.491
6 V 0.1023 -0.1395 0.9265  0.163
7 C -0.9581 1.5390 0.0344  -0.845
8 C 0.3761 1.8776 -0.5347  0.731
9 C 0.6781 2.6747 -1.6018  -1.141
10 N 1.3501 1.0868 0.1684  -0.397
11 H -2.0199 -2.1690 1.5924  0.371
12 H -2.1429 -0.8960 -0.7822  0.474
13 H 0.5662 -2.9245 2.0079  0.397
14 H 2.0320 -2.0936 -0.1090  0.398
15 H 0.3291 -0.9743 -1.9073  0.361
16 H -1.7682 1.4346 -0.6906  0.291
17 H 2.3338 1.2560 -0.0070  0.142
18 H -1.2341 2.0984 0.9424  0.197
19 H -0.1468 3.1302 -2.1434  0.285
20 H 1.7083 2.8122 -1.9270  0.252
21 Cl -0.0183 0.1237 3.1085  -0.628

Cartesian forces (eV/Å) of the 2 atoms listed first:
-0.453 -1.028 0.185
0.282 -1.414 -0.483

=====

C8H10FHgN | wB97M-V/def2-TZVPD

Values from the calculation:
Energy relative to the best compared isomer or geometry (same formula, charge and spin)   22.4 kJ/mol
E   -618.7191 a.u.
Charge   -2
HOMO energy   0.48 eV
F_max   3.5 eV/A
Frontier orbital gap   5.9 eV

Each line ends with the Mulliken charge.
Cartesian coordinates (Å):
1 C 1.3141 0.0002 -1.3864  -0.492
2 C 2.0665 0.6335 -0.3524  -0.639
3 C 1.7145 2.0170 -0.3337  -0.501
4 C 0.7449 2.2381 -1.3564  -0.601
5 C 0.5022 0.9935 -2.0130  -0.510
6 Hg -1.5340 1.0307 1.1065  0.715
7 C -0.4788 -0.7943 1.8626  -0.953
8 C -1.2025 -1.6395 0.9111  0.550
9 C -0.9621 -2.9420 0.5818  -1.027
10 N -2.3825 -0.8485 0.3731  -0.873
11 H 2.1139 2.7700 0.3455  0.337
12 H 2.7886 0.1464 0.3030  0.425
13 H 0.2625 3.1878 -1.5838  0.340
14 H -0.1759 0.8284 -2.8499  0.340
15 H 1.3542 -1.0559 -1.6518  0.375
16 H 0.6028 -0.7413 1.7259  0.235
17 H -2.5031 -1.0711 -0.6251  0.184
18 H -0.8042 -0.8809 2.9057  0.302
19 H -0.1570 -3.4516 1.1016  0.279
20 H -1.5743 -3.4513 -0.1536  0.274
21 F -1.6898 3.0308 1.0894  -0.760

Cartesian forces (eV/Å) of the 2 atoms listed first:
0.142 0.738 0.076
-0.399 0.370 -0.641

=====

C8H10FIO2S | wB97M-V/def2-TZVPD

Values from the calculation:
Energy relative to the best compared isomer or geometry (same formula, charge and spin)   0.0 kJ/mol
E   -1256.8499 a.u.
HOMO energy (spin up / spin down)   -7.18 / -9.39 eV
F_max   5.6 eV/A
Multiplicity   3
Frontier orbital gap (spin up / spin down)   7.6 / 6.7 eV

Each line ends with the Mulliken charge.
Cartesian coordinates (Å):
1 C -1.8743 -0.2423 -1.0740  -0.508
2 C -0.9825 -1.2178 -1.0350  0.454
3 C 2.0764 2.0561 1.9307  -0.706
4 C -1.3153 -2.6695 -1.4706  -0.262
5 C -1.6597 1.1262 -0.6534  -1.066
6 C 0.3562 -1.0110 -0.4080  -0.455
7 C -0.1893 1.2977 -0.1344  0.077
8 C 0.2873 0.0610 0.5998  -0.582
9 O -0.6373 -3.5979 -1.1409  -0.452
10 O 2.8872 0.1710 0.0577  -0.635
11 F 0.5828 1.5191 -1.1945  -0.310
12 S 2.0089 0.3802 1.1605  0.506
13 I 1.9545 -1.6246 2.8336  -0.150
14 H -2.8760 -0.2685 -1.5965  0.283
15 H 3.1504 2.3158 1.9480  0.383
16 H 1.6662 1.8756 2.9670  0.311
17 H -2.2560 -2.8646 -2.1231  0.253
18 H -1.8689 1.7929 -1.4908  0.481
19 H -2.4624 1.4101 0.0356  0.416
20 H 0.6600 -1.9209 0.0252  0.565
21 H 1.1086 -0.6480 -1.1841  0.375
22 H -0.4323 2.2624 0.4693  0.309
23 H -0.1847 -0.2030 1.4781  0.710

Cartesian forces (eV/Å) of the 2 atoms listed first:
-2.376 -0.445 -2.097
-0.625 -1.607 -0.307

=====

C8H10FN | wB97M-V/def2-TZVPD

Values from the calculation:
Energy relative to the best compared isomer or geometry (same formula, charge and spin)   491.2 kJ/mol
E   -465.2851 a.u.
HOMO energy (spin up / spin down)   -7.98 / -7.99 eV
F_max   4.4 eV/A
Frontier orbital gap (spin up / spin down)   6.4 / 6.4 eV

Each line ends with the Mulliken charge.
Cartesian coordinates (Å):
1 C 0.5737 -1.4056 -1.8238  -0.849
2 C 0.3377 -0.2703 -2.5758  -0.454
3 C 0.3356 -1.1203 -0.4872  1.156
4 C 0.0428 0.2988 -0.3961  -0.270
5 C -0.2222 1.1372 0.6354  0.458
6 C 0.2686 -2.0228 0.5392  0.017
7 C -0.5014 2.5910 0.5487  -1.476
8 C -0.3058 -1.8442 1.7716  -1.259
9 N 0.1634 0.7666 -1.6939  -0.072
10 F 0.5787 -0.5095 3.3205  -0.714
11 H 0.6193 -2.4422 -1.9954  0.447
12 H 0.5737 0.1344 -3.4673  0.463
13 H -0.2534 0.5832 1.6494  0.193
14 H 0.3406 3.2358 0.1471  0.350
15 H -0.9650 2.8708 1.4302  0.372
16 H -1.1837 2.9881 -0.3167  0.321
17 H 0.9838 -2.8807 0.3809  0.248
18 H -0.3082 -2.6481 2.4404  0.325
19 H -1.1014 -1.2205 1.7826  0.536
20 H 0.0232 1.7583 -1.8899  0.209

Cartesian forces (eV/Å) of the 2 atoms listed first:
-0.573 0.009 -0.501
0.977 0.803 4.216